C3H8NS2 | ωB97M-V/def2-TZVPD

The geometry in XYZ format:
```
14
Properties=species:S:1:pos:R:3
S 0.2006 -2.7722 -0.6093
C 0.6372 -1.0424 -0.4290
N 0.0949 -0.3975 0.7652
C 0.0550 1.0296 0.7502
C -0.8246 1.5286 -0.3695
S -0.3636 0.4126 -1.8172
H 1.1031 -3.1438 -1.4518
H 1.7315 -0.8148 -0.6225
H 0.3945 -0.7829 1.7690
H -0.8724 -0.8126 0.6388
H 1.0384 1.4649 0.6390
H -0.4557 1.3275 1.6415
H -1.8558 1.4305 -0.1417
H -0.8832 2.5726 -0.7627
```

HOMO-LUMO gap: 8.99 eV
Energy: -26392.2813 eV
Molar mass: 122.24 Da
LUMO level: -4.278 eV
Total charge: +1
ΔE to the lowest compared entry with this formula, charge and spin: 193.8 kJ/mol

Löwdin atomic charge list, values in e, 2 entries:
1 S 0.828
2 C -0.700